Density functional theory data (ωB97M-V with the def2-TZVPD basis set) for a molecular structure, C24H42Cl3N4O3SSiY.

* max |F|: 0.0669 Eh/bohr
* Kohn-Sham gap: 7.95 eV
* HOMO: -7.623 eV
* E_tot: -3491.285219 hartree

Last column: Löwdin charge in e.
Geometry (Å):
C 2.5342 -2.7220 -5.9898  -0.045
C 2.2650 -1.7300 -7.0693  -0.220
H 1.8844 -3.6017 -6.0163  0.077
H 2.4239 -2.2916 -4.9921  0.053
H 3.5481 -3.1130 -6.1015  0.088
C 2.1635 -2.0903 -8.3744  -0.146
C 2.2247 -3.4720 -8.9113  -0.105
H 2.1418 -1.3330 -9.1570  0.103
H 1.6060 -4.1499 -8.3174  0.070
H 3.2463 -3.8515 -8.9927  0.076
H 1.8577 -3.4589 -9.9430  0.069
Y 1.5928 0.4284 -3.4409  1.009
Cl 2.4100 0.5250 -0.9184  -0.187
Cl 3.4482 1.8713 -4.5269  -0.082
C 0.2913 3.2198 -3.2481  -0.255
O -0.0148 1.9766 -3.2672  -0.183
N -0.6319 4.1666 -3.1924  -0.155
C -2.0390 3.7521 -3.0834  -0.008
C -0.2955 5.6033 -3.2293  -0.015
H 1.3451 3.5939 -3.2731  0.135
H -2.1617 3.1343 -2.1830  0.106
H -2.3553 3.1510 -3.9504  0.077
H -2.6220 4.6764 -3.0377  0.086
H 0.5287 5.7952 -2.5250  0.099
H -1.2101 6.1506 -2.9656  0.087
H 0.0417 5.8998 -4.2378  0.102
H -0.1978 -3.9824 -0.1217  0.102
H -0.5700 -3.7017 -4.0129  0.095
C -1.0983 -3.6317 -0.6609  -0.050
C -1.2962 -3.7683 -3.1888  -0.016
N -0.6909 -3.1724 -1.9917  -0.158
H -1.5217 -2.7694 -0.1045  0.003
C 0.1059 -2.1267 -2.1189  -0.298
O 0.4526 -1.6372 -3.2385  -0.157
H -2.2158 -3.2334 -3.4748  0.091
H 0.4370 -1.6735 -1.1769  0.068
H -1.8351 -4.4361 -0.7891  0.090
H -1.5397 -4.8074 -2.9489  0.089
O 1.6929 -0.1680 -5.3527  -0.452
C 2.1339 -0.2619 -6.6343  -0.380
C 0.3594 0.1867 -8.6288  -0.147
C 1.3255 0.6022 -7.6885  -0.161
H -0.0535 -0.8247 -8.5734  0.010
C -0.0996 1.0331 -9.6686  -0.095
H 3.1566 0.1710 -6.6537  0.113
C 1.7974 1.9108 -7.8313  -0.058
H -0.8815 0.6933 -10.3666  0.103
C 0.5103 2.2824 -9.8749  -0.103
C 1.4586 2.7270 -8.9229  -0.083
H 2.5417 2.2305 -7.0976  0.066
H 0.2332 2.9192 -10.7333  0.098
H 1.9864 3.6884 -9.0501  0.100
Si -2.4147 -0.0454 -6.5006  0.150
Cl -1.3764 -1.6923 -7.0128  0.490
C -3.6193 0.4249 -7.8143  -0.194
C -1.3381 1.5143 -6.3818  -0.197
C -2.4017 -0.5139 -4.6666  -0.231
H -3.3468 1.4656 -8.0584  0.038
H -4.6425 0.3765 -7.4067  0.031
H -3.5267 -0.1709 -8.7293  0.035
H -3.4182 -0.9218 -4.5761  0.023
H -2.2292 0.3354 -4.0111  0.016
H -1.6135 -1.2912 -4.4879  -0.010
H -0.9647 1.9084 -7.3295  0.016
H -0.4559 1.3787 -5.7414  0.016
H -2.0034 2.2804 -5.9575  0.025
C -1.4019 -1.3511 3.6752  -0.045
N -0.3857 -0.3840 3.2650  -0.147
C 0.5655 0.1877 4.0897  -0.066
C 1.3207 1.0215 3.3107  -0.077
N 0.8070 0.9443 2.0269  0.049
C -0.2554 0.0596 1.9612  -0.781
S -1.2040 -0.4061 0.6634  0.602
H -2.4048 -0.9914 3.4090  0.084
H -1.2167 -2.2970 3.1561  0.085
H -1.3041 -1.4779 4.7574  0.088
H 0.6176 -0.0459 5.1431  0.115
H 2.1401 1.6697 3.5730  0.112
H 1.2220 1.3684 1.1879  0.064